# 1
A 11-piece molecular cluster, C41H97O23P3 overall. Source: the Open Molecules 2025 dataset; level of theory: ωB97M-V/def2-TZVPD.

The geometry in XYZ format:
```
164
Properties=species:S:1:pos:R:3
C -2.125 2.037 4.185
O -0.703 2.160 4.099
P -0.083 3.562 3.514
O -0.755 4.848 3.768
O 1.435 3.667 4.023
C 1.758 4.577 5.051
O 0.121 3.333 1.927
C 0.656 4.480 1.194
H -2.490 2.381 5.152
H -2.560 1.038 4.172
H -2.678 2.630 3.456
H 2.537 4.116 5.658
H 0.937 4.672 5.761
H 2.066 5.560 4.695
H -0.144 4.992 0.658
H 1.523 4.152 0.620
H 1.183 5.210 1.809
C 2.471 1.262 -6.876
O 3.539 1.629 -6.081
P 3.458 2.013 -4.484
O 2.702 1.022 -3.720
O 2.722 3.442 -4.593
C 2.782 4.368 -3.474
O 4.932 2.377 -3.939
C 5.686 3.471 -4.565
H 2.380 0.320 -7.417
H 2.611 1.838 -7.790
H 1.556 1.544 -6.355
H 2.797 3.947 -2.469
H 1.919 5.032 -3.526
H 3.607 5.081 -3.459
H 5.154 3.594 -5.509
H 6.744 3.286 -4.754
H 5.751 4.348 -3.921
C 2.851 1.812 7.320
O 3.008 0.414 7.406
P 2.021 -0.497 6.479
O 0.613 -0.091 6.738
O 2.296 -2.048 6.918
C 2.021 -2.500 8.252
O 2.721 -0.326 5.051
C 2.123 0.283 3.869
H 2.988 2.041 8.376
H 1.905 2.314 7.119
H 3.689 2.279 6.802
H 1.398 -3.386 8.126
H 1.780 -1.770 9.024
H 2.938 -2.958 8.624
H 1.034 0.281 3.898
H 2.309 -0.270 2.949
H 2.456 1.298 3.651
C 1.342 -2.399 -5.658
O 0.151 -2.972 -4.951
C -0.412 -2.019 -4.055
C -1.870 -2.168 -3.766
O -2.097 -3.518 -3.384
C -1.489 -3.923 -2.193
H 1.505 -3.138 -6.443
H 2.233 -2.487 -5.035
H 1.343 -1.449 -6.193
H -0.138 -1.005 -4.346
H 0.125 -2.054 -3.107
H -2.544 -1.790 -4.535
H -2.298 -1.610 -2.933
H -2.097 -4.653 -1.659
H -1.448 -3.064 -1.524
H -0.467 -4.278 -2.327
C 2.389 -3.059 -0.321
O 2.368 -4.322 0.296
C 2.289 -5.495 -0.527
C 2.861 -6.762 0.203
O 2.034 -7.179 1.292
C 2.694 -8.115 2.066
H 2.515 -2.258 0.407
H 1.409 -2.962 -0.789
H 3.125 -2.925 -1.114
H 2.988 -5.479 -1.364
H 1.308 -5.740 -0.934
H 3.883 -6.586 0.539
H 2.819 -7.624 -0.462
H 2.900 -9.049 1.543
H 1.963 -8.235 2.866
H 3.660 -7.761 2.424
C -1.544 0.440 -6.584
O -2.265 0.523 -5.385
C -3.422 1.368 -5.219
C -3.788 1.592 -3.747
O -4.967 0.843 -3.507
C -5.709 1.177 -2.293
H -1.384 1.429 -7.012
H -2.073 -0.165 -7.321
H -0.593 -0.010 -6.299
H -4.200 0.850 -5.779
H -3.242 2.309 -5.738
H -3.864 2.672 -3.626
H -2.948 1.336 -3.101
H -6.656 0.650 -2.176
H -5.987 2.223 -2.426
H -5.020 1.277 -1.454
C -1.073 -4.001 3.892
C -0.533 -3.296 2.736
C -0.686 -4.408 1.632
O -1.898 -5.106 1.983
C -2.205 -4.753 3.334
H -1.381 -3.341 4.702
H -0.386 -4.736 4.311
H 0.501 -2.962 2.824
H -1.270 -2.511 2.566
H 0.190 -5.025 1.833
H -0.637 -4.048 0.605
H -2.658 -5.486 4.002
H -3.081 -4.120 3.188
C -2.842 4.278 0.453
C -3.422 5.364 1.474
C -4.631 5.975 0.791
O -4.982 5.102 -0.303
C -4.212 3.921 -0.227
H -2.331 3.494 1.013
H -2.127 4.671 -0.269
H -2.802 6.232 1.696
H -3.565 4.895 2.447
H -4.371 6.931 0.338
H -5.418 6.222 1.504
H -4.116 3.366 -1.160
H -4.813 3.286 0.423
C -4.591 -2.575 0.104
C -4.659 -2.309 -1.391
C -5.939 -3.076 -1.750
O -6.656 -3.077 -0.511
C -5.805 -3.425 0.535
H -4.539 -1.620 0.626
H -3.655 -3.087 0.329
H -3.856 -2.770 -1.966
H -4.935 -1.275 -1.599
H -5.915 -4.109 -2.096
H -6.579 -2.564 -2.469
H -5.586 -4.491 0.484
H -6.131 -3.198 1.551
C 4.742 1.626 0.724
C 5.655 2.042 -0.434
C 5.562 3.580 -0.451
O 4.389 3.905 0.351
C 3.674 2.711 0.701
H 5.235 1.307 1.643
H 4.217 0.716 0.433
H 5.420 1.685 -1.437
H 6.643 1.642 -0.207
H 5.438 4.017 -1.442
H 6.383 4.050 0.090
H 3.034 2.399 -0.124
H 3.114 2.757 1.635
C 0.614 0.646 -0.331
C -0.031 -0.644 0.075
C -1.089 -0.214 1.125
O -1.625 0.964 0.550
C -0.820 1.341 -0.577
H 1.323 0.610 -1.158
H 1.135 1.157 0.478
H 0.686 -1.238 0.642
H -0.462 -1.248 -0.723
H -0.712 0.131 2.088
H -1.891 -0.951 1.164
H -0.873 2.423 -0.700
H -1.184 0.916 -1.512
```

Net charge: +1
⟨S²⟩: 0.754
HOMO-LUMO gap (alpha / beta) (eV): 8.4 / 2.5
Multiplicity: 2
Max |F| (hartree/bohr): 0.074
E_HOMO (alpha / beta) (eV): -10.735 / -10.735



# 2
An isolated ion of composition C5H5N2 and charge +1. Source: the Open Molecules 2025 dataset; level of theory: ωB97M-V/def2-TZVPD.

The geometry in XYZ format:
```
12
Properties=species:S:1:pos:R:3
C -1.957 0.901 0.454
N -0.917 0.460 -0.395
C -0.396 -0.507 -0.743
C 0.705 -1.300 -0.262
C 2.000 -0.748 -0.113
C 2.090 0.422 -0.709
N 2.263 1.309 -1.379
H -1.549 1.024 1.472
H -2.647 -0.121 0.436
H -2.633 1.699 0.269
H 0.258 -1.909 0.512
H 2.782 -1.230 0.457
```

Energy above the lowest of the compared OMol25 structures with the same formula, charge and spin (kcal/mol): 60.1
Net charge: +1
HOMO-LUMO gap (eV): 8.8
Max |F| (hartree/bohr): 0.138
E_HOMO (eV): -15.210



# 3
C20H45F3O24S2V3 as an isolated structure. Source: the Open Molecules 2025 dataset; level of theory: ωB97M-V/def2-TZVPD.

The geometry in XYZ format:
```
97
Properties=species:S:1:pos:R:3
O -2.660 -2.702 2.523
V -2.393 -1.134 2.605
O -2.339 -0.787 4.179
O 1.211 2.835 -0.052
V 1.655 1.447 -0.728
O 3.164 1.146 -0.204
O 3.081 -4.374 -0.465
V 1.710 -3.590 -0.377
O 0.609 -4.670 -0.886
S 2.274 -1.248 -2.834
O 1.631 -0.140 -2.059
O 1.688 -1.275 -4.161
O 3.718 -1.010 -2.912
O 2.005 -2.510 -2.116
S -0.313 -0.918 0.832
O -0.355 -1.015 2.321
O 0.271 -2.164 0.341
O -1.755 -0.791 0.523
O 0.450 0.262 0.441
C -5.729 -1.542 2.662
O -4.673 -0.683 2.247
C -5.102 0.609 1.867
C -3.868 1.435 1.549
O -2.841 1.098 2.471
C -1.783 2.040 2.597
H -6.347 -1.774 1.795
H -6.270 -1.146 3.521
H -5.250 -2.459 3.001
H -5.760 1.082 2.604
H -5.710 0.495 0.960
H -4.024 2.514 1.599
H -3.563 1.171 0.531
H -2.214 3.034 2.763
H -1.106 2.057 1.740
H -1.274 1.786 3.525
C 0.183 -4.850 2.204
O 1.479 -4.404 1.867
C 2.016 -3.598 2.905
C 3.245 -2.803 2.482
O 3.074 -2.427 1.137
C 4.160 -1.725 0.569
H -0.127 -5.662 1.545
H -0.528 -4.029 2.089
H 0.064 -5.322 3.186
H 2.293 -4.238 3.753
H 1.251 -2.938 3.329
H 4.152 -3.415 2.533
H 3.322 -1.905 3.100
H 4.246 -0.705 0.956
H 4.067 -1.583 -0.510
H 5.098 -2.261 0.751
C 3.405 3.445 -2.773
O 2.368 2.516 -2.554
C 1.426 2.472 -3.638
C 0.038 2.786 -3.154
O -0.258 1.972 -2.021
C -1.621 2.034 -1.613
H 3.986 3.244 -3.677
H 4.116 3.313 -1.957
H 3.077 4.487 -2.792
H 1.552 1.462 -4.056
H 1.722 3.054 -4.514
H -0.704 2.651 -3.942
H 0.027 3.814 -2.767
H -2.272 2.296 -2.446
H -1.721 2.794 -0.830
H -1.824 1.046 -1.199
C -0.805 0.039 -7.724
O -0.697 -0.418 -6.406
C -1.830 -0.108 -5.660
C -1.641 -0.417 -4.187
O -1.489 -1.800 -4.000
C -1.342 -2.131 -2.644
H -1.754 -0.263 -8.179
H 0.046 -0.350 -8.280
H -0.745 1.135 -7.812
H -2.799 -0.500 -5.996
H -1.959 0.993 -5.665
H -2.438 0.007 -3.556
H -0.727 0.071 -3.822
H -1.021 -3.169 -2.523
H -2.299 -2.117 -2.100
H -0.583 -1.547 -2.124
C 3.243 1.077 3.718
C 1.744 1.078 3.554
O 1.117 1.858 4.599
C 1.028 3.159 4.396
O 1.344 3.741 3.403
C 0.330 3.914 5.539
F -0.711 4.593 5.024
F -0.190 3.078 6.450
F 1.150 4.769 6.132
H 3.467 0.687 4.715
H 3.677 2.071 3.622
H 3.684 0.409 2.981
H 1.321 0.078 3.593
H 1.429 1.461 2.582
```

Energy above the lowest of the compared OMol25 structures with the same formula, charge and spin (kcal/mol): 16.4
Net charge: -1
HOMO-LUMO gap (eV): 7.2
Max |F| (hartree/bohr): 0.066
E_HOMO (eV): -5.386